59
Properties=species:S:1:pos:R:3:forces:R:3 method="wB97M-V/def2-TZVPD" orbital_gap_ev=7.0 e_tot_ha=-3668.3726 molar_mass_g_mol=583.68 charge=-1 largest_force_ev_per_a=3.75
Ca -1.198116 2.041147 -0.955830 0.2672 -0.5353 -1.4682
O 0.200940 1.753297 1.151021 -1.5284 -0.2910 1.1221
S -1.079276 1.734695 1.932238 -0.4833 0.6683 -0.0348
O -1.210529 2.742128 2.960652 0.7248 -0.7364 0.3031
O -2.230050 1.848925 1.000974 0.1091 -0.1783 -0.0888
C -1.464490 0.085229 2.626114 1.0038 -0.2995 -1.2174
C -2.386978 0.045221 3.658238 0.8395 0.0814 -0.4106
C -2.840241 -1.183619 4.097941 0.3787 0.5591 0.3882
C -2.367414 -2.357236 3.519205 -0.7268 -0.4389 1.3196
C -1.494152 -2.325330 2.477972 0.8530 0.0325 -1.0468
C -1.013153 -1.099082 1.984200 -0.3455 0.2924 0.5372
P 0.054412 -1.066937 0.496370 -0.6180 0.3573 -0.9965
C 1.724904 -1.144709 1.153145 0.1181 0.3540 0.5287
C 2.761583 -1.245795 0.232846 -1.7988 -0.0212 -0.7879
C 4.008365 -1.573251 0.630699 1.3682 -0.2555 -0.5297
C 4.317270 -1.655599 1.963036 0.6155 0.0730 0.5817
C 3.332264 -1.377611 2.890936 0.8223 -0.2921 0.8219
C 2.037193 -1.128414 2.512384 0.8279 -0.3322 -1.7599
C -0.206096 -2.788508 -0.116779 1.6272 0.4467 0.9461
C -1.364658 -3.002733 -0.849236 1.0397 2.8496 0.7914
C -1.586746 -4.216175 -1.321288 -0.7026 -2.3379 -0.8893
C -0.747624 -5.287883 -1.038461 -0.3537 1.7002 0.5730
C 0.361461 -5.114598 -0.229559 -0.7592 0.0760 -1.0864
C 0.707892 -3.828334 0.156856 -1.1704 0.0199 -0.2044
H -2.624725 0.989964 4.124654 -0.3590 -0.0621 0.1147
H -3.441739 -1.105756 4.984046 -0.4664 -0.7086 0.1716
H -2.591694 -3.342446 3.936327 -0.3511 0.3977 -0.0675
H -1.175911 -3.287710 2.037232 -0.0802 0.8032 0.2496
H 2.532973 -1.134358 -0.826373 0.0228 -0.1636 0.1168
H 4.724442 -1.794089 -0.141732 0.4622 0.1148 -0.0202
H 5.338394 -1.855751 2.294667 -0.3349 -0.1011 -0.1175
H 3.621564 -1.434764 3.934306 -0.2331 0.2180 0.0894
H 1.302203 -0.899830 3.202781 -1.3859 0.1561 1.3983
H -1.973744 -2.149356 -1.149271 -0.0426 -0.2450 0.3013
H -2.464481 -4.318305 -1.914523 -0.4666 -0.5388 -0.6087
H -1.005927 -6.182753 -1.490734 -0.1991 -1.9329 -0.4541
H 0.884650 -6.012943 -0.016783 1.0143 -0.3220 0.3713
H 1.652613 -3.675013 0.635731 0.1805 0.3175 0.4692
C 1.570703 1.460051 -2.890357 -0.6274 0.4817 -0.1925
O 1.193477 2.299389 -1.812262 -0.2731 0.7238 0.9012
C 1.279125 3.719593 -2.097796 0.5968 -1.5091 -0.7232
C 0.750258 4.496733 -0.946007 0.9944 -0.0602 3.6158
O -0.655018 4.466570 -0.781674 0.2204 -1.4254 0.6735
C -1.332520 5.194723 -1.746297 -1.1982 0.9414 -1.1690
H 2.575575 1.674452 -3.230575 0.3857 0.0650 -0.0367
H 0.851978 1.577251 -3.685093 -0.2181 0.1530 -0.6613
H 1.469329 0.443386 -2.568337 0.1516 -0.5464 0.4109
H 0.727968 3.876225 -3.026512 -0.0917 0.2688 -0.0347
H 2.340431 3.938281 -2.273923 -0.1049 0.2566 0.0867
H 1.067428 5.545837 -0.923134 0.0855 -0.0022 -0.5874
H 1.179184 4.100700 0.110558 -0.8887 0.4433 -2.5521
H -1.088043 6.242057 -1.626645 0.0607 0.6041 0.1408
H -2.440649 5.090553 -1.617061 1.0929 -0.2151 -0.1550
H -1.029047 4.902836 -2.759122 -0.5017 -0.0885 0.1971
O -3.717654 1.914739 -4.079196 0.2225 -0.6157 -0.4726
S -2.336849 1.506213 -3.853134 -0.0831 2.7691 -0.0359
O -1.667585 2.723881 -3.157680 0.0599 -1.2764 0.9019
O -1.502766 1.211081 -4.999044 -0.1592 -0.5122 -0.5051
S -2.330705 -0.036267 -2.580709 0.4065 -0.1811 0.7911